{
  "formula": "C3H10NO2",
  "method": "the ωB97M-V functional and the def2-TZVPD basis",
  "species": ["H", "H", "C", "N", "H", "C", "H", "O", "O", "H", "H", "H", "H", "H", "C", "H"],
  "positions_angstrom": [[1.266, 1.034, 0.108], [-3.682, -1.246, 0.255], [2.186, 1.431, 0.577], [-2.983, -1.280, -0.459], [-1.510, -1.296, 1.065], [-0.495, -1.367, -0.858], [-3.031, -2.190, -0.861], [2.195, 2.899, 0.833], [0.741, -0.990, -0.240], [3.041, 1.152, -0.063], [-1.492, 0.225, 0.102], [-0.577, -2.492, -0.977], [2.339, 1.006, 1.557], [1.342, 3.266, 0.522], [-1.629, -0.864, 0.057], [-0.665, -0.977, -1.890]],
  "atomic_forces_ev_per_a": [[0.418, 0.091, 0.363], [-0.330, 0.079, 0.458], [0.079, 1.023, -0.108], [0.301, 1.584, -0.119], [0.409, 0.293, -0.276], [1.968, 0.074, 1.701], [0.554, -0.632, -0.171], [-0.774, -0.404, -0.764], [-1.894, -0.519, -1.460], [-0.323, 0.330, 0.179], [-0.502, -0.194, 0.029], [-0.144, 0.472, 0.153], [-0.126, -0.514, 0.151], [0.834, -0.535, 0.235], [-0.553, -1.323, -0.579], [0.081, 0.175, 0.206]],
  "homo_lumo_gap_ha": 0.2355,
  "total_energy_ev": -8856.922,
  "de_lowest_ev": 1.8721,
  "total_charge": -1
}


{
  "formula": "C5H8O2",
  "method": "the ωB97M-V functional and the def2-TZVPD basis",
  "species": ["H", "H", "H", "C", "O", "C", "H", "C", "C", "H", "H", "H", "O", "C", "H"],
  "positions_angstrom": [[0.014, 1.296, 1.763], [-1.442, 1.552, 0.612], [-2.107, -0.317, -0.924], [-1.289, -0.932, -0.536], [0.438, 0.941, -1.765], [1.009, -0.834, 0.478], [-1.640, -1.592, 0.262], [-0.361, -0.223, 0.365], [-0.636, 0.922, 0.979], [1.322, -1.006, 1.516], [1.375, 2.147, -0.447], [1.116, -1.791, -0.057], [1.846, 0.199, -0.086], [1.159, 1.138, -0.829], [-0.826, -1.514, -1.341]],
  "atomic_forces_ev_per_a": [[0.011, 0.171, -0.174], [-0.165, -0.214, 0.451], [0.141, -0.130, 0.208], [-0.340, -0.188, 0.253], [0.843, -0.058, -0.003], [-0.071, 0.079, 0.098], [-0.872, -0.759, -0.652], [-0.248, -0.003, 0.385], [-0.190, -0.184, 0.233], [0.101, 0.275, -0.238], [0.335, -0.104, -0.244], [-0.075, 0.469, -0.018], [0.271, 0.162, -0.179], [0.277, 0.209, -0.422], [-0.018, 0.276, 0.302]],
  "smiles": "C=C(C)COC=O",
  "homo_lumo_gap_ha": 0.3785,
  "total_energy_ev": -9407.630,
  "de_lowest_ev": 2.2024,
  "total_charge": 0
}


Which formula does entry 1 have?
C3H10NO2